Entry 1:
# C10H18N2O3P

A gas-phase ion, C10H18N2O3P (charge +1) at a distorted geometry (wB97M-V/def2-TZVPD, OMol25).

```
34
Properties=species:S:1:pos:R:3:lowdin_charge:R:1
C 4.07098 -0.39929 1.12165 -0.072
C 3.44901 0.70692 0.11478 -0.272
O 2.81942 0.01124 -0.99985 -0.261
P 1.14113 -0.07326 -0.78351 0.691
O 0.88199 -0.46981 0.67096 -0.312
C 0.43150 1.65478 -1.18143 -0.203
C -0.24724 2.32819 0.10069 -0.151
C -1.56534 1.49244 0.51768 -0.175
C -2.53060 1.20140 -0.59939 0.081
C -3.74806 0.36960 -0.21042 0.063
C -3.69494 0.01511 1.25854 0.022
N -2.68790 0.44883 2.09943 0.021
N -1.60590 1.16904 1.86081 0.169
O 0.48198 -1.10839 -1.94075 -0.248
C 0.27302 -2.45282 -1.43192 -0.261
C -1.07454 -2.59522 -0.53924 -0.086
H 5.19265 -0.29831 1.25527 0.079
H 3.77088 -1.43834 0.75277 0.085
H 3.53175 -0.24186 2.11986 0.080
H 2.70554 1.37893 0.66729 0.097
H 4.29530 1.37667 -0.25364 0.128
H 1.31300 2.30383 -1.49203 0.110
H -0.25371 1.57670 -2.09092 0.088
H 0.54158 2.30032 0.93178 0.117
H -0.50145 3.43749 -0.04388 0.136
H -2.34171 1.57351 -1.64648 0.131
H -4.55708 0.03302 -0.91659 0.131
H -4.52691 -0.63636 1.67932 0.155
H -2.77719 0.16894 3.09620 0.193
H 0.07714 -3.10961 -2.35497 0.129
H 1.18203 -2.91206 -0.92328 0.131
H -1.74552 -1.68719 -0.69897 0.051
H -0.70893 -2.53296 0.54920 0.072
H -1.59187 -3.59148 -0.68896 0.082
```

Gap between HOMO and LUMO ... 7.80 eV
SMILES ... CCOP(=O)(CCc1ccc[nH+]n1)OCC
Net charge ... +1
Strongest force on any atom ... 5.10 eV/Å

=====

Entry 2:
# C28H36O15

A molecular structure, C28H36O15 at a distorted geometry (wB97M-V/def2-TZVPD, OMol25).

```
79
Properties=species:S:1:pos:R:3:lowdin_charge:R:1
C 0.17662 0.26358 3.47025 -0.010
O 0.61218 -0.91050 2.66416 -0.128
C 1.89702 -0.90632 2.13248 -0.244
C 2.78927 -0.08108 2.27040 0.004
C 3.99683 -0.43278 1.55624 -0.098
C 4.18063 -1.48670 1.02509 -0.242
C 3.15304 -2.49330 1.03008 0.045
C 1.98304 -2.15706 1.32658 -0.206
O 0.98458 -3.10726 1.22341 0.079
H 0.34750 -2.94645 1.90378 0.071
H 3.35837 -3.07749 0.33097 0.070
C 5.43824 -1.46738 0.15307 -0.123
H 6.32584 -1.12094 0.61373 0.104
H 5.89105 -2.51566 0.34037 0.141
C 5.42334 -1.18629 -1.36499 -0.058
C 4.94448 0.24212 -1.21509 -0.352
O 5.91741 0.97722 -1.39323 0.050
C 3.56841 0.57934 -1.07514 -0.075
C 2.62237 -0.13467 -1.41407 -0.303
C 1.20998 0.16210 -0.84100 0.084
C 0.95271 1.34087 -0.45006 -0.338
C 1.91454 2.34482 -0.05350 0.129
C 3.31348 2.03616 -0.57590 -0.214
O 4.19775 2.90027 -0.31413 0.045
H 5.10740 2.65282 -1.09349 0.281
H 1.94659 3.24216 0.21656 0.019
O -0.22210 1.48642 0.16348 -0.008
C -1.34703 1.62128 -0.65191 -0.359
O -1.75412 2.52723 -1.30890 0.099
C -2.12576 3.69612 -0.70951 -0.255
C -1.02552 4.67556 -0.18531 -0.279
O -1.56723 5.66858 0.40143 0.082
H -2.13835 6.18247 -0.02408 0.054
H -0.33492 4.71537 -0.93700 0.102
H -0.55761 3.90327 0.62742 0.176
C -3.24573 3.65100 0.26433 -0.337
O -4.31411 4.34293 -0.21024 -0.051
H -5.09410 4.08054 0.76792 0.301
C -3.75943 2.03625 0.10573 -0.209
O -4.87872 1.89298 1.12103 -0.138
H -4.87991 0.74414 1.18319 0.206
C -2.67728 1.15178 0.57380 -0.047
O -3.10534 -0.29348 0.19758 -0.094
C -2.12778 -1.41750 0.40882 -0.196
O -1.52406 -1.60952 -0.86433 -0.029
C -2.13014 -2.18997 -1.84628 -0.531
C -1.34605 -2.55005 -3.00640 -0.029
H -0.54337 -3.32777 -2.75058 0.118
H -2.04157 -2.75046 -3.93169 0.132
H -1.06913 -1.47521 -3.36153 0.118
C -3.04687 -3.30797 -1.41286 -0.239
O -3.96407 -3.67614 -2.41568 0.096
H -4.47822 -4.20760 -2.04660 -0.035
C -3.74215 -3.11904 0.04854 -0.265
O -4.35024 -4.24643 0.55141 0.068
H -3.78221 -4.59263 1.15796 0.046
H -4.60342 -2.34662 -0.32365 0.214
C -2.89574 -2.47806 1.03832 -0.248
O -1.87183 -3.38107 1.39382 0.042
H -1.07832 -3.57547 0.97542 0.048
H -3.28756 -2.25660 1.80283 0.078
H -2.32023 -4.19898 -1.09459 0.189
H -2.95932 -1.32722 -2.13960 0.208
H -1.42837 -0.98254 1.16685 0.174
H -2.16324 1.10209 1.40584 0.077
H -4.07090 1.74529 -0.89802 0.164
H -2.91749 3.49546 1.31190 0.172
H -2.54732 4.43563 -1.47562 0.190
H -1.36280 0.57240 -1.27169 0.200
H 0.49463 -0.53599 -0.67806 0.088
O 2.75592 -1.31102 -1.84009 0.102
H 1.92076 -1.92877 -1.87931 0.210
H 4.65583 -1.83546 -1.76920 0.104
H 6.43090 -1.01967 -1.85812 0.154
H 4.80426 0.35274 1.79391 0.177
H 2.66842 0.88262 2.75702 0.140
H -0.97484 0.20577 3.65862 0.128
H 0.21851 1.16977 2.70414 0.113
H 0.98257 0.46375 4.08036 0.047
```

Energy above the lowest of the compared OMol25 structures with the same formula, charge and spin ... 2342.3 kJ/mol
Gap between HOMO and LUMO ... 8.18 eV
Strongest force on any atom ... 15.87 eV/Å

=====

gap between HOMO and LUMO of number 1 (C10H18N2O3P)?
7.80 eV

=====

Which of these has the highest gap between HOMO and LUMO?
C28H36O15

=====

strongest force on any atom of number 1 (C10H18N2O3P)?
5.10 eV/Å

=====

The highest strongest force on any atom belongs to which entry?
C28H36O15